1) Entry from the OMol25 dataset: a 2-piece molecular cluster, C6H14S overall (wB97M-V/def2-TZVPD).

## Properties
HOMO-LUMO gap, eV: 7.979

```
! wB97M-V def2-TZVPD RIJCOSX def2/J DEFGRID3
* xyz 0 1
C -1.76 1.47 -0.23
C -1.51 0.10 -2.99
C 1.84 -0.70 -0.04
C -0.26 -0.36 2.65
C 1.89 -0.69 1.45
C 0.75 0.17 1.94
S -2.25 0.22 -1.28
H -2.22 2.38 -0.39
H -0.74 1.50 -0.09
H -1.27 -0.94 -3.18
H -2.29 0.42 -3.69
H 0.91 -0.92 -0.51
H 1.96 0.47 -0.43
H 2.66 -1.30 -0.52
H -0.33 -1.48 2.80
H -1.03 0.31 2.87
H -0.58 0.76 -2.91
H 1.81 -1.63 1.85
H 2.92 -0.33 1.71
H 0.88 1.23 1.69
H -1.39 -0.67 -0.68
*
```

***

2) Entry from the OMol25 dataset: a 2-piece molecular cluster, C6H14S overall (wB97M-V/def2-TZVPD).

## Properties
HOMO-LUMO gap, eV: 8.235

```
! wB97M-V def2-TZVPD RIJCOSX def2/J DEFGRID3
* xyz 0 1
C 0.52 -0.96 2.21
C -1.91 -0.11 1.55
C 2.02 2.16 -3.42
C -1.09 -2.80 2.77
C 0.96 1.73 -2.47
C -0.31 1.69 -2.75
S -0.97 -1.52 1.46
H 0.19 -0.20 2.96
H 1.08 -0.28 1.57
H -2.28 0.20 2.49
H -2.74 -0.23 0.78
H 3.03 2.33 -3.06
H 2.15 1.25 -4.12
H 1.64 3.02 -3.93
H -0.37 -3.46 2.41
H -0.58 -2.36 3.66
H -2.10 -3.33 2.80
H 1.28 1.19 -1.60
H 1.12 -1.67 2.63
H -1.06 1.29 -2.18
H -0.57 2.07 -3.79
*
```

***

Short version: 1) is the least stable of them.

***

1) Entry from the OMol25 dataset: an isolated ion of composition C7H13O and charge -1 (wB97M-V/def2-TZVPD).

## Properties
HOMO-LUMO gap, eV: 5.350
SMILES string: C=CCCCCC[O-]

```
! wB97M-V def2-TZVPD RIJCOSX def2/J DEFGRID3
* xyz -1 1
C 0.98 0.37 3.67
C 1.08 -0.82 2.91
C 0.22 -0.87 1.77
C 0.65 0.00 0.61
C -0.51 0.20 -0.39
C -0.07 0.78 -1.77
C -1.05 0.68 -2.99
O -1.15 -0.58 -3.45
H 1.59 0.73 4.36
H 0.18 0.94 3.45
H 1.90 -1.42 3.17
H -0.81 -0.69 2.10
H 0.35 -1.90 1.46
H 1.35 -0.52 -0.01
H 1.12 0.88 0.95
H -1.11 -0.72 -0.58
H -1.32 1.00 -0.04
H 0.61 0.05 -2.00
H 0.32 1.79 -1.81
H -1.99 0.83 -2.49
H -0.74 1.50 -3.78
*
```

***

2) Entry from the OMol25 dataset: an isolated ion of composition C7H13O and charge -1 (wB97M-V/def2-TZVPD).

## Properties
HOMO-LUMO gap, eV: 5.509
SMILES string: C/C=C(\C)CCC[O-]

```
! wB97M-V def2-TZVPD RIJCOSX def2/J DEFGRID3
* xyz -1 1
C 1.81 -2.78 -0.92
C 0.85 -1.60 -0.86
C 0.26 -0.98 0.20
C 0.89 -1.49 1.51
C -0.81 -0.01 0.25
C -0.24 1.33 -0.02
C -1.47 2.36 0.11
O -1.41 3.49 -0.55
H 1.94 -3.15 -1.91
H 2.70 -2.49 -0.36
H 1.19 -3.55 -0.29
H 0.65 -1.36 -1.85
H 0.26 -2.34 1.74
H 0.98 -0.79 2.37
H 1.84 -2.06 1.46
H -1.65 -0.30 -0.50
H -1.20 0.02 1.33
H 0.20 1.35 -0.95
H 0.58 1.65 0.77
H -1.54 2.35 1.20
H -2.34 1.79 -0.29
*
```

***

Short version: 1) is the least stable of them.

***

1) Entry from the OMol25 dataset: one molecule with the formula C19H25N3O2 (wB97M-V/def2-TZVPD).

## Properties
HOMO-LUMO gap, eV: 8.513
SMILES string: CC[C@]1(C)Cc2ccccc2-c2nc(NCCCO)n(C)c(=O)c21

```
! wB97M-V def2-TZVPD RIJCOSX def2/J DEFGRID3
* xyz 0 1
C -3.07 -1.33 -2.03
C -2.36 -2.58 -1.53
C -1.39 -2.35 -0.36
C -0.61 -3.65 -0.10
C -2.20 -1.97 0.89
C -1.36 -1.49 2.02
C -1.67 -1.76 3.34
C -0.90 -1.23 4.37
C 0.18 -0.41 4.09
C 0.50 -0.14 2.77
C -0.26 -0.67 1.73
C 0.12 -0.45 0.34
N 1.00 0.55 0.12
C 1.45 0.73 -1.09
N 2.34 1.73 -1.31
C 2.60 2.71 -0.28
C 1.52 3.78 -0.19
C 1.83 4.80 0.91
O 0.83 5.78 1.04
N 1.13 -0.09 -2.13
C 1.76 0.05 -3.42
C 0.24 -1.19 -1.96
O 0.10 -1.96 -2.89
C -0.37 -1.26 -0.66
H -3.73 -0.90 -1.27
H -2.36 -0.57 -2.33
H -3.69 -1.58 -2.90
H -1.80 -3.00 -2.37
H -3.10 -3.32 -1.22
H -0.01 -3.90 -0.96
H -1.30 -4.47 0.10
H 0.04 -3.53 0.77
H -2.89 -1.16 0.63
H -2.80 -2.83 1.20
H -2.51 -2.40 3.57
H -1.15 -1.46 5.40
H 0.77 0.00 4.89
H 1.34 0.49 2.53
H 2.44 2.05 -2.26
H 3.57 3.16 -0.49
H 2.65 2.17 0.66
H 1.43 4.30 -1.15
H 0.56 3.30 0.03
H 2.80 5.28 0.71
H 1.88 4.30 1.87
H 0.71 6.23 0.20
H 1.44 0.97 -3.92
H 2.85 0.03 -3.33
H 1.43 -0.80 -4.02
*
```

***

2) Entry from the OMol25 dataset: one molecule with the formula C19H25N3O2 (wB97M-V/def2-TZVPD).

## Properties
HOMO-LUMO gap, eV: 8.145
SMILES string: C[C@@H](c1cc(OC(=O)N2CCCCC2)c2ncccc2c1)N(C)C

```
! wB97M-V def2-TZVPD RIJCOSX def2/J DEFGRID3
* xyz 0 1
C -0.33 3.09 3.73
C -1.21 3.12 2.46
C -0.67 2.41 1.17
C -0.34 1.02 1.25
C 0.22 0.35 0.11
O 0.52 -0.93 0.30
C 0.07 -1.86 -0.53
O -1.03 -1.86 -1.09
N 0.71 -3.09 -0.53
C 2.02 -3.19 -0.09
C 3.00 -3.40 -1.34
C 2.57 -4.74 -2.08
C 1.11 -4.53 -2.62
C 0.17 -4.12 -1.54
C 0.52 1.07 -1.03
N 1.09 0.47 -2.06
C 1.28 1.16 -3.21
C 0.89 2.47 -3.38
C 0.19 3.05 -2.37
C 0.14 2.43 -1.10
C -0.48 3.10 0.00
N -2.54 2.71 2.86
C -3.47 2.93 1.69
C -2.76 1.59 3.77
H 0.73 3.38 3.53
H -0.73 3.83 4.43
H -0.29 2.05 4.09
H -1.25 4.18 2.25
H -0.55 0.30 2.09
H 2.40 -2.36 0.50
H 2.17 -3.98 0.63
H 4.01 -3.56 -0.94
H 2.93 -2.57 -2.00
H 3.26 -5.06 -2.91
H 2.53 -5.60 -1.36
H 1.11 -3.80 -3.54
H 0.73 -5.53 -2.93
H -0.68 -3.87 -2.15
H -0.10 -5.10 -1.07
H 1.78 0.69 -4.10
H 1.09 2.90 -4.39
H -0.26 4.04 -2.53
H -0.84 4.07 -0.13
H -3.23 2.15 0.93
H -4.53 2.69 1.95
H -3.45 3.88 1.20
H -3.86 1.63 4.07
H -2.13 1.72 4.69
H -2.51 0.68 3.31
*
```

***

Short version: 2) is the least stable of them.

***

1) Entry from the OMol25 dataset: a 2-piece molecular cluster, BrH2O2PS overall (wB97M-V/def2-TZVPD).

## Properties
HOMO-LUMO gap, eV: 7.259

```
! wB97M-V def2-TZVPD RIJCOSX def2/J DEFGRID3
* xyz 0 1
O -0.48 -0.28 -1.51
O -0.45 -0.04 0.93
P -0.13 -1.11 -0.18
S -0.71 -2.88 0.20
Br 2.92 -0.64 0.03
H -0.47 -0.97 -2.29
H -0.01 0.84 0.64
*
```

***

2) Entry from the OMol25 dataset: one molecule with the formula BrH2O2PS (wB97M-V/def2-TZVPD).

## Properties
HOMO-LUMO gap, eV: 7.191
SMILES string: OP(O)(=S)Br

```
! wB97M-V def2-TZVPD RIJCOSX def2/J DEFGRID3
* xyz 0 1
O 0.17 -0.21 -1.24
P -0.62 0.43 0.02
O 0.03 -0.35 1.31
S 0.37 2.80 -0.09
Br -2.66 -0.41 -0.01
H 0.65 0.59 -1.65
H 0.69 0.28 1.48
*
```

***

Short version: 2) is the least stable of them.

***

1) Entry from the OMol25 dataset: C23H34F6N3O4PtSbSi as an isolated structure (wB97M-V/def2-TZVPD).

## Properties
HOMO-LUMO gap (alpha / beta), eV: 5.651 / 5.713

```
! wB97M-V def2-TZVPD RIJCOSX def2/J DEFGRID3
* xyz 3 2
Pt -0.37 0.10 -0.50
C -0.57 5.53 -0.49
N 0.04 4.26 -0.91
C 0.95 4.32 -2.06
C -0.28 3.14 -0.35
O 0.24 2.04 -0.73
C -1.24 3.15 0.83
O -1.34 1.81 1.22
C -1.36 1.43 2.55
C -0.63 0.09 2.56
O -0.12 -0.38 1.48
N -0.51 -0.56 3.68
C 0.15 -1.87 3.74
C -1.04 -0.08 4.96
H -0.11 6.33 -1.05
H -0.41 5.72 0.57
H -1.64 5.53 -0.71
H 0.39 4.63 -2.94
H 1.39 3.34 -2.23
H 1.73 5.05 -1.85
H -2.22 3.57 0.56
H -0.80 3.77 1.62
H -2.38 1.33 2.95
H -0.80 2.13 3.19
H 0.26 -2.29 2.75
H -0.46 -2.53 4.35
H 1.13 -1.77 4.21
H -1.23 0.98 4.95
H -0.30 -0.29 5.73
H -1.95 -0.62 5.20
C -2.71 -4.35 -0.14
Si -2.38 -2.72 -0.97
C -3.52 -1.50 -0.15
C -2.15 -2.97 -2.79
N -0.59 -1.95 -0.60
C 0.50 -2.62 -0.54
C 0.53 -4.09 -0.50
C 1.69 -4.75 -0.38
C 2.94 -4.04 -0.33
C 3.01 -2.67 -0.37
C 1.84 -1.95 -0.51
O 1.80 -0.66 -0.74
C 2.97 0.18 -0.57
C 3.46 0.79 -1.70
C 4.56 1.62 -1.55
C 5.12 1.82 -0.29
C 4.58 1.19 0.83
C 3.48 0.36 0.70
H -3.80 -4.44 -0.22
H -2.49 -4.39 0.92
H -2.32 -5.24 -0.64
H -4.36 -1.27 -0.81
H -3.07 -0.55 0.14
H -3.92 -1.98 0.74
H -3.12 -3.25 -3.21
H -1.48 -3.82 -2.93
H -1.77 -2.12 -3.35
H -0.40 -4.62 -0.53
H 1.71 -5.84 -0.33
H 3.86 -4.61 -0.28
H 3.97 -2.16 -0.36
H 3.01 0.61 -2.67
H 4.99 2.10 -2.41
H 5.98 2.46 -0.18
H 5.02 1.35 1.81
H 3.04 -0.14 1.56
F -0.68 0.29 -2.49
Sb -2.50 1.27 -2.98
F -1.56 2.87 -2.75
F -1.92 1.11 -4.72
F -3.21 -0.46 -2.95
F -4.14 2.10 -3.06
F -2.49 1.15 -1.03
*
```

***

2) Entry from the OMol25 dataset: C23H34F6N3O4PtSbSi as an isolated structure (wB97M-V/def2-TZVPD).

## Properties
HOMO-LUMO gap (alpha / beta), eV: 5.662 / 5.740

```
! wB97M-V def2-TZVPD RIJCOSX def2/J DEFGRID3
* xyz 3 2
Pt -0.31 -0.24 -0.52
C 0.52 3.71 -4.18
N 0.93 2.46 -3.53
C 1.93 1.64 -4.24
C 0.39 2.07 -2.42
O 0.72 0.97 -1.86
C -0.60 2.98 -1.71
O -0.91 2.27 -0.55
C -1.25 2.87 0.65
C -0.91 1.81 1.68
O -0.42 0.67 1.31
N -1.10 2.03 2.94
C -0.84 1.03 3.98
C -1.63 3.31 3.46
H 1.16 3.87 -5.04
H 0.64 4.56 -3.51
H -0.51 3.64 -4.52
H 1.50 1.29 -5.17
H 2.22 0.80 -3.62
H 2.80 2.27 -4.45
H -1.48 3.20 -2.32
H -0.09 3.92 -1.47
H -2.31 3.16 0.71
H -0.64 3.76 0.84
H -0.72 0.05 3.53
H -1.68 1.02 4.67
H 0.07 1.30 4.53
H -1.51 4.11 2.73
H -1.07 3.57 4.35
H -2.68 3.19 3.71
C -3.32 -3.42 2.01
Si -2.60 -2.72 0.43
C -3.73 -1.32 -0.01
C -2.05 -4.18 -0.57
N -0.85 -1.85 0.63
C 0.07 -2.29 1.43
C -0.17 -3.31 2.45
C 0.81 -3.71 3.28
C 2.13 -3.17 3.14
C 2.47 -2.23 2.20
C 1.49 -1.79 1.33
O 1.72 -1.02 0.30
C 2.94 -0.24 0.20
C 3.72 -0.49 -0.91
C 4.88 0.26 -1.04
C 5.21 1.22 -0.09
C 4.38 1.44 1.01
C 3.21 0.70 1.17
H -4.36 -3.59 1.73
H -3.34 -2.73 2.86
H -2.92 -4.38 2.34
H -4.40 -1.60 -0.83
H -3.26 -0.39 -0.31
H -4.34 -1.13 0.88
H -2.96 -4.71 -0.87
H -1.50 -4.83 0.12
H -1.46 -4.00 -1.46
H -1.17 -3.71 2.54
H 0.62 -4.44 4.05
H 2.91 -3.55 3.80
H 3.49 -1.88 2.10
H 3.44 -1.24 -1.64
H 5.53 0.09 -1.89
H 6.12 1.79 -0.19
H 4.65 2.19 1.75
H 2.55 0.86 2.01
F -0.31 -1.38 -2.20
Sb -1.82 -0.87 -3.60
F -0.71 0.50 -4.20
F -1.01 -2.08 -4.73
F -2.81 -2.19 -2.73
F -3.31 -0.22 -4.46
F -2.11 0.26 -2.02
*
```

***

Short version: 2) is the least stable of them.